DFT (ωB97M-V/def2-TZVPD) results for a molecular structure, C16H16N6PdS at a distorted geometry.

Properties
E_HOMO (spin up / spin down) = -21.58 / -21.65 eV
HOMO-LUMO gap (spin up / spin down) = 0.308 / 0.190 Ha

Structure (ORCA input):
```
! RIJCOSX wB97M-V def2-TZVPD def2/J DEFGRID3
* xyz 4 5
Pd -0.51414 -0.17110 -0.05841
S -2.16592 0.37964 1.47305
N -4.71423 0.96876 2.02760
N -4.39261 -0.49260 0.24486
N -0.49929 -1.17820 -1.95000
N 1.48359 0.10952 -0.33065
N -3.71732 -1.15702 -0.69153
N 0.58157 1.49429 2.06528
C 3.68065 0.60311 0.26572
C 0.14938 -2.71488 -4.18542
C 0.15635 2.10101 3.19685
C 1.87648 1.46721 1.77720
C 4.09584 -0.08501 -0.88405
C 0.79431 -1.27719 -2.30502
C 1.81406 -0.58001 -1.44830
C 3.17856 -0.68759 -1.73148
C -3.89864 0.23846 1.28102
C 1.11876 -2.06540 -3.41629
C 2.33330 0.74427 0.56118
C 2.78943 2.10072 2.69233
C -1.15538 -2.63164 -3.77757
C 2.32701 2.73589 3.87457
C -1.43497 -1.88638 -2.67511
C 0.97894 2.74174 4.12403
H -5.66002 0.63358 1.96156
H -4.30506 1.42547 2.81786
H 0.51458 3.19630 5.02180
H 4.43348 1.03612 0.92554
H -4.29694 -1.38951 -1.41624
H 3.86366 2.05460 2.47745
H 5.15042 -0.16166 -1.13210
H 2.13605 -2.14663 -3.75078
H 0.45855 -3.31736 -5.01663
H -5.39515 -0.60662 -0.02439
H 3.54890 -1.23823 -2.61472
H -0.91417 1.97564 3.33726
H -2.48417 -1.85953 -2.35895
H 3.08171 3.22198 4.51632
H -2.94022 -0.51732 -0.65684
H -2.05736 -3.06443 -4.21699
*
```

DFT (ωB97M-V/def2-TZVPD) results for 2 unconnected molecules or ions with the total composition C16H16NO5 at a distorted geometry.

Properties
E_HOMO = -2.51 eV
ΔE to the lowest compared entry with this formula, charge and spin = 1.5 kJ/mol
HOMO-LUMO gap = 0.134 Ha

Structure (ORCA input):
```
! RIJCOSX wB97M-V def2-TZVPD def2/J DEFGRID3
* xyz -1 1
O -0.59888 -3.13970 -0.34068
O -2.89112 -2.67185 4.13344
O 1.37901 -2.20940 -1.03469
O -4.68278 -1.29492 3.64886
O -5.75144 0.65288 3.01217
N 0.36101 0.19672 -0.46238
C 2.90695 4.13552 -2.04104
C 3.12125 -3.83591 -1.51436
C -4.76284 0.02243 3.30905
C -3.41772 0.59190 3.34637
C 0.98565 2.41737 -0.98998
C -0.42079 -0.83289 -0.23071
C -1.85108 -0.69348 0.09980
C 0.10991 -2.15469 -0.51262
C 1.64647 -3.47795 -1.59587
C 1.62103 4.59499 -1.80937
C 0.03433 1.47974 -0.52537
C 0.66767 3.75534 -1.28728
C -3.36840 -1.60021 3.84248
C -2.57746 -0.38692 3.64796
C 2.29465 1.97441 -1.24131
C 3.24194 2.82391 -1.75547
H 3.65264 4.80104 -2.44305
H 1.36903 5.61652 -2.04399
H -2.25179 -1.62772 0.49789
H -2.00721 0.09291 0.83639
H 3.39570 -4.20132 -0.52466
H 1.01590 -4.21549 -1.08212
H 4.24308 2.46691 -1.93714
H -2.42470 -0.44309 -0.79088
H 2.53130 0.94401 -1.03641
H -3.18157 1.62634 3.15995
H 3.72798 -2.94877 -1.69652
H -0.98268 1.78734 -0.35970
H 1.29574 -3.42526 -2.63517
H -1.50387 -0.33063 3.72521
H -0.33628 4.10546 -1.12555
H 3.40937 -4.59554 -2.24326
*
```

DFT (ωB97M-V/def2-TZVPD) results for a molecular structure, C16H17AsO3S5Sc at a distorted geometry.

Properties
E_HOMO = -4.53 eV
ΔE to the lowest compared entry with this formula, charge and spin = 46.8 kJ/mol
HOMO-LUMO gap = 0.251 Ha

Structure (ORCA input):
```
! RIJCOSX wB97M-V def2-TZVPD def2/J DEFGRID3
* xyz -1 1
As -0.94192 0.29972 -2.81714
Sc -0.14243 -0.06453 -0.27355
S 0.83836 -1.02461 -2.52415
S -2.41166 -0.64225 -1.54144
S -0.34309 2.08405 -1.60626
S 2.96815 -0.08892 -1.01239
S -1.46862 0.66185 -4.79744
O -1.52984 -1.91209 2.39449
O -0.83170 -0.00244 1.50798
O 1.92050 0.12601 0.05107
C 3.03568 1.44937 -2.01883
C 4.24397 5.04325 -0.05818
C 2.74899 3.17268 -0.22411
C 5.69387 0.07331 -0.94028
C 3.47287 2.67633 -1.30632
C 4.53297 0.23211 -0.02566
C 5.78675 -1.06547 -1.73692
C 6.67605 1.05098 -1.05178
C 3.13926 4.34420 0.39863
C 4.58975 3.37884 -1.74745
C -0.90061 -1.28756 1.40496
C -2.08305 -1.15149 3.46954
C 7.77702 -0.21561 -2.76795
C 7.71108 0.90628 -1.95933
C 4.96613 4.55959 -1.13506
C 6.81541 -1.20636 -2.64962
H 3.68564 1.19778 -2.85732
H 4.50955 -0.53219 0.75077
H -1.28530 -0.83325 4.14635
H -2.78318 -1.80177 3.98908
H 5.15549 3.00092 -2.58672
H 4.53910 5.96585 0.41927
H 5.82893 5.09747 -1.50114
H 8.57788 -0.32026 -3.48468
H 1.86657 2.64567 0.12316
H 2.57345 4.71554 1.24068
H -2.59248 -0.26500 3.08306
H 5.03133 -1.83300 -1.65129
H 4.47527 1.21833 0.42689
H 8.46472 1.67637 -2.03980
H 2.00680 1.57565 -2.38395
H 6.86540 -2.09036 -3.26943
H 6.62656 1.93197 -0.42883
*
```

DFT (ωB97M-V/def2-TZVPD) results for a molecular structure, C16H17BrN4SW.

Properties
E_HOMO (spin up / spin down) = -14.85 / -15.16 eV
ΔE to the lowest compared entry with this formula, charge and spin = 142.7 kJ/mol
HOMO-LUMO gap (spin up / spin down) = 0.254 / 0.235 Ha

Structure (ORCA input):
```
! RIJCOSX wB97M-V def2-TZVPD def2/J DEFGRID3
* xyz 2 3
W -0.09997 -0.23983 -1.22324
Br -0.92947 5.76142 -2.22264
S 2.12166 -1.02487 -1.32293
N 0.22038 -1.05347 0.58124
N -1.82747 -1.41939 -1.00666
N 1.30845 -1.22287 1.27202
N 3.51771 -1.70083 0.84547
C -0.94100 -0.48704 0.98621
C 0.41170 1.32398 -2.38593
C -1.38362 2.98531 -2.33418
C 3.84013 -1.98558 2.26771
C 2.34374 -1.35132 0.38882
C 3.94639 -0.72712 3.10449
C -3.43311 -0.99570 0.71024
C -2.12986 -0.99102 0.24341
C -4.40225 -1.55900 -0.10608
C -4.07119 -2.05990 -1.36626
C 0.95074 3.66138 -2.31839
C -0.96518 1.65847 -2.37769
C 1.36403 2.34461 -2.34288
C -2.77357 -1.94890 -1.80616
C -0.41434 3.98032 -2.30137
C -1.05446 0.26815 2.26522
H 4.26628 -1.79901 0.17328
H 1.67889 4.46036 -2.27509
H -2.43234 3.24246 -2.38845
H -1.17747 -0.42856 3.09867
H -1.90695 0.94394 2.24634
H -4.81501 -2.51872 -2.00133
H 4.78763 -2.51901 2.23421
H 4.66901 -0.03182 2.67856
H -3.67848 -0.61410 1.69066
H -1.74965 0.90408 -2.55487
H 3.08395 -2.67725 2.63538
H 2.98516 -0.22831 3.20933
H 4.29468 -1.00067 4.09992
H 2.41835 2.10305 -2.29625
H -2.45259 -2.27378 -2.78695
H -0.14577 0.84114 2.44383
H -5.42513 -1.62059 0.24233
*
```

DFT (ωB97M-V/def2-TZVPD) results for 2 unconnected molecules or ions with the total composition C16H17Cl2N2OP at a distorted geometry.

Properties
E_HOMO = -8.88 eV
SMILES string = C#C[C@](C#N)([C@@H](C#N)Cc1cccc(C)c1)P(C)O.ClCCl
ΔE to the lowest compared entry with this formula, charge and spin = 291.9 kJ/mol
HOMO-LUMO gap = 0.342 Ha

Structure (ORCA input):
```
! RIJCOSX wB97M-V def2-TZVPD def2/J DEFGRID3
* xyz 0 1
Cl -4.03826 -3.07770 -0.35005
Cl -5.22315 -0.51375 0.38459
P 0.25228 1.43389 -3.27045
O 1.78278 1.12970 -3.95330
N 1.29065 -1.54073 -1.22222
N 1.09452 4.56564 -1.57923
C 0.68257 2.13704 0.97644
C -0.98425 0.17173 -3.98206
C 3.43450 0.04107 3.00754
C 1.07417 2.05295 -0.55789
C 1.45226 1.00162 1.75958
C 0.27655 0.96788 -1.39691
C -2.36242 0.87037 -0.62840
C 2.82102 1.21209 2.33013
C -5.45875 -2.03684 -0.48448
C 0.78198 -0.30473 1.91287
C 1.41134 -1.47163 2.59069
C 1.00235 -0.43359 -1.34933
C -1.21016 0.81350 -0.99876
C 1.03755 3.48799 -1.18280
C 0.58375 -2.80378 2.63205
C 2.77160 -1.27758 3.13930
H -1.99696 0.63261 -4.15469
H 2.16529 1.73729 -0.58988
H -5.63855 -1.81879 -1.53427
H 1.73783 0.19728 -4.26737
H 3.31983 2.21517 2.23662
H -0.47260 -2.55523 2.29914
H -3.34464 0.63667 -0.13781
H -6.31681 -2.55324 -0.06168
H 0.58686 -3.26259 3.66843
H 1.09950 3.11330 1.38423
H -0.41991 2.15931 1.18340
H 4.46865 0.15308 3.42660
H -1.14503 -0.70810 -3.28186
H 0.98065 -3.52737 1.85965
H -0.24445 -0.44017 1.46000
H -0.51815 -0.24945 -4.91611
H 3.26561 -2.15491 3.64831
*
```

DFT (ωB97M-V/def2-TZVPD) results for 2 unconnected molecules or ions with the total composition C16H17Cl4O6 at a distorted geometry.

Properties
E_HOMO = -4.08 eV
ΔE to the lowest compared entry with this formula, charge and spin = 0.0 kJ/mol
HOMO-LUMO gap = 0.184 Ha

Structure (ORCA input):
```
! RIJCOSX wB97M-V def2-TZVPD def2/J DEFGRID3
* xyz -1 1
Cl 1.92496 2.93544 3.73738
Cl 0.18867 0.30301 3.54084
Cl 3.15540 -1.02654 -0.83959
Cl 1.24223 -1.99677 1.59217
O -0.07839 -1.72107 -1.81741
O 4.75025 1.26591 0.03585
O -1.83452 0.14209 1.25547
O 0.80014 0.19045 -2.50956
O 4.63364 2.33591 2.65990
O -1.54033 -1.79414 0.15557
C 3.86199 0.93597 0.82815
C 2.33714 1.65361 2.69503
C -1.35904 2.25128 -0.68727
C -0.05818 -2.03411 -3.21621
C -0.03820 0.10410 -0.24910
C 0.27812 -0.44210 -1.58337
C 1.10139 2.28943 -0.86714
C -2.66726 -0.57525 2.22024
C 3.70351 1.72604 2.15099
C -3.94800 -1.10598 1.64484
C 1.75998 -0.36417 1.38691
C -0.67909 -3.39474 -3.35051
C 1.52263 0.55275 2.48630
C 2.86776 -0.11668 0.55895
C -0.07578 1.61699 -0.15214
C -1.18477 -0.63741 0.35440
H -4.56024 -0.30231 1.21956
H 0.00696 -4.17795 -3.01913
H -2.84569 0.16500 3.00405
H -1.27186 3.33700 -0.58506
H 1.05464 2.08654 -1.94534
H 2.07203 1.93390 -0.50045
H -1.49392 1.99699 -1.74650
H -4.51152 -1.59526 2.44470
H -1.60420 -3.47283 -2.76987
H 0.98529 -2.01558 -3.56605
H -3.71919 -1.85367 0.87872
H -2.06962 -1.40377 2.61230
H -2.22785 1.91626 -0.11568
H -0.63909 -1.28548 -3.77720
H 0.03001 1.78414 0.92864
H 1.03332 3.37246 -0.68967
H -0.90333 -3.57945 -4.40373
*
```